Model 1:
{"formula": "C4H8N2", "method": "ωB97M-V/def2-TZVPD", "species": ["C", "N", "C", "C", "C", "N", "H", "H", "H", "H", "H", "H", "H", "H"], "xyz": [[0.69, 1.44, -0.45], [0.92, 1.08, 0.77], [0.38, -0.14, 1.30], [-0.76, -0.87, 0.56], [-0.55, -0.51, -0.88], [-0.24, 0.86, -1.23], [1.12, 2.44, -0.79], [1.31, -0.77, 1.40], [0.06, 0.05, 2.41], [-0.63, -1.82, 0.86], [-1.77, -0.29, 0.76], [-1.25, -1.23, -1.52], [0.44, -1.20, -1.02], [0.28, 0.95, -2.16]], "lowdin_charge": [-0.291, 0.013, -0.275, -0.214, -0.266, -0.022, 0.137, 0.116, 0.129, 0.067, 0.151, 0.145, 0.149, 0.160], "e_lumo_ev": 0.82, "homo_lumo_gap_ev": 9.672, "homo_energy_ev": -8.86}

=====

Model 2:
{"formula": "C4H8N2", "method": "ωB97M-V/def2-TZVPD", "species": ["C", "N", "C", "C", "C", "N", "H", "H", "H", "H", "H", "H", "H", "H"], "xyz": [[1.90, 0.02, -0.12], [1.29, -1.21, 0.40], [0.64, -0.50, -0.69], [-0.57, 0.35, -0.43], [-1.87, -0.11, 0.14], [-0.89, 0.58, 0.97], [2.85, -0.08, -0.64], [1.79, 0.92, 0.49], [0.80, -1.00, 1.27], [0.65, -1.03, -1.64], [-0.64, 1.20, -1.11], [-2.05, -1.15, 0.39], [-2.75, 0.45, -0.18], [-1.15, 1.55, 1.14]], "lowdin_charge": [-0.155, 0.021, -0.302, -0.298, -0.131, 0.012, 0.095, 0.104, 0.080, 0.132, 0.138, 0.104, 0.101, 0.095], "e_lumo_ev": 1.07, "homo_lumo_gap_ev": 10.328, "homo_energy_ev": -9.25}

=====

Model 3:
{"formula": "C4H8N2", "method": "ωB97M-V/def2-TZVPD", "species": ["C", "C", "C", "C", "H", "H", "H", "H", "H", "H", "H", "H", "N", "N"], "xyz": [[-1.10, -0.94, 1.19], [1.10, 0.62, 0.62], [1.08, 0.90, -0.99], [0.00, -0.01, -0.89], [-2.34, -1.42, -0.35], [-0.94, -1.27, 2.25], [2.01, 0.35, 1.39], [0.90, 1.58, 1.05], [1.81, 0.55, -1.63], [0.77, 1.90, -1.30], [-0.98, 0.64, -1.26], [-0.18, -1.16, -1.20], [-2.03, -1.50, 0.53], [-0.10, -0.24, 0.58]], "lowdin_charge": [-0.293, -0.119, -0.130, -0.259, -0.040, 0.125, 0.151, 0.071, 0.081, 0.113, 0.160, 0.162, 0.088, -0.110], "e_lumo_ev": 0.90, "homo_lumo_gap_ev": 9.279, "homo_energy_ev": -8.38}

=====

Model 4:
{"formula": "C4H8N2", "method": "ωB97M-V/def2-TZVPD", "species": ["C", "N", "C", "C", "C", "N", "H", "H", "H", "H", "H", "H", "H", "H"], "xyz": [[1.34, -0.25, -0.83], [-0.07, -0.12, -0.45], [-0.39, -1.26, 0.40], [-0.28, 1.13, 0.20], [-1.73, 1.40, 0.34], [-2.84, 1.60, 0.55], [1.46, -1.17, -1.43], [1.50, 0.57, -1.51], [2.05, -0.28, 0.05], [-1.47, -1.26, 0.59], [0.12, -1.17, 1.39], [-0.10, -2.17, -0.09], [0.19, 1.11, 1.20], [0.23, 1.87, -0.40]], "lowdin_charge": [-0.107, -0.299, -0.103, -0.230, -0.185, 0.146, 0.095, 0.073, 0.103, 0.084, 0.100, 0.076, 0.127, 0.119], "e_lumo_ev": 0.86, "homo_lumo_gap_ev": 10.350, "homo_energy_ev": -9.49}

=====

Of them, model 3 has the lowest stability.